Record 1
{
  "formula": "C8H10ClF12MgO14S4",
  "method": "wB97M-V/def2-TZVPD",
  "species": ["Mg", "Cl", "C", "F", "F", "F", "S", "O", "O", "O", "C", "F", "F", "F", "S", "O", "O", "O", "C", "F", "F", "F", "S", "O", "O", "O", "C", "F", "F", "F", "S", "O", "O", "O", "C", "O", "C", "C", "O", "C", "H", "H", "H", "H", "H", "H", "H", "H", "H", "H"],
  "xyz": [[-1.517, -0.731, 1.729], [-3.737, -1.820, 4.916], [-2.062, 5.833, 2.961], [-1.619, 7.017, 3.298], [-3.091, 5.610, 3.759], [-2.358, 5.720, 1.688], [-0.726, 4.455, 3.151], [-1.366, 3.219, 2.738], [0.390, 4.685, 2.243], [-0.201, 4.481, 4.539], [-7.018, 1.732, -1.724], [-8.096, 1.534, -2.471], [-6.044, 2.182, -2.549], [-7.241, 2.561, -0.747], [-6.422, 0.112, -0.813], [-5.004, 0.095, -0.513], [-7.175, 0.197, 0.467], [-6.778, -1.025, -1.665], [5.142, -2.140, 4.097], [6.143, -2.203, 5.000], [5.483, -1.344, 3.082], [4.979, -3.388, 3.621], [3.426, -1.493, 4.770], [2.977, -2.474, 5.728], [3.699, -0.110, 5.325], [2.531, -1.387, 3.576], [-0.446, -6.452, -1.831], [-1.054, -7.221, -2.759], [0.384, -7.171, -1.041], [0.259, -5.543, -2.472], [-1.685, -5.755, -0.527], [-1.055, -4.559, 0.066], [-3.011, -5.508, -1.185], [-1.700, -6.763, 0.508], [0.910, 1.556, -2.475], [1.314, 0.414, -1.756], [2.582, -0.047, -2.273], [3.794, 0.922, -2.123], [3.701, 1.999, -3.025], [3.866, 1.790, -4.474], [-0.089, 1.781, -2.102], [0.901, 1.371, -3.549], [1.448, 2.469, -2.220], [2.519, -0.480, -3.271], [2.880, -0.928, -1.704], [4.709, 0.344, -2.255], [3.730, 1.414, -1.152], [4.787, 1.245, -4.678], [3.814, 2.715, -5.048], [3.125, 1.091, -4.861]],
  "max_force_ev_per_a": 4.39,
  "lumo_ha": 0.019,
  "total_charge": -3,
  "homo_lumo_gap_ev": 3.306
}


Record 2
{
  "formula": "C8H10ClHfNO2",
  "method": "wB97M-V/def2-TZVPD",
  "species": ["Cl", "C", "C", "C", "H", "C", "C", "H", "H", "H", "C", "Hf", "C", "O", "C", "O", "H", "H", "H", "N", "H", "H", "H"],
  "xyz": [[-1.547, 2.590, -0.732], [-0.933, -1.663, -0.275], [0.497, -1.850, -0.114], [1.159, -0.848, -0.915], [1.002, -2.718, 0.344], [0.174, -0.035, -1.571], [-1.124, -0.539, -1.170], [-2.066, -0.191, -1.580], [-1.724, -2.323, 0.098], [2.238, -0.735, -1.074], [0.454, 1.067, -2.551], [-0.101, 0.350, 0.678], [1.769, 1.408, 1.386], [2.724, 1.865, 1.879], [-1.924, 1.829, 1.182], [-2.769, 2.360, 1.814], [1.417, 1.568, -2.343], [-0.340, 1.833, -2.491], [0.452, 0.649, -3.569], [0.123, -0.972, 2.521], [-0.005, -0.501, 3.414], [1.054, -1.389, 2.535], [-0.533, -1.756, 2.533]],
  "max_force_ev_per_a": 8.92,
  "lumo_ha": -0.390,
  "total_charge": 2,
  "homo_lumo_gap_ev": 6.425
}


Record 3
{
  "formula": "C8H10ClN2O3P",
  "method": "wB97M-V/def2-TZVPD",
  "species": ["C", "C", "N", "C", "O", "O", "P", "O", "Cl", "H", "H", "H", "H", "H", "N", "C", "C", "C", "C", "C", "H", "H", "H", "H", "H"],
  "xyz": [[1.145, -0.566, 4.191], [-0.136, -1.073, 4.087], [-0.557, -1.508, 2.847], [-0.517, -0.527, 1.815], [-0.639, 0.648, 1.972], [-0.400, -1.089, 0.559], [1.041, -1.864, 0.149], [1.221, -3.162, 1.117], [2.651, -0.671, 0.715], [1.338, 0.479, 4.371], [1.968, -1.254, 4.060], [-0.755, -1.205, 4.967], [-1.448, -1.992, 2.868], [0.359, -3.371, 1.501], [1.061, 1.957, -3.354], [0.587, 1.441, -2.222], [-0.739, 1.077, -2.039], [-1.623, 1.264, -3.088], [-1.148, 1.802, -4.273], [0.198, 2.128, -4.353], [1.314, 1.315, -1.427], [-1.066, 0.661, -1.099], [-2.666, 0.995, -2.984], [-1.804, 1.965, -5.117], [0.613, 2.548, -5.262]],
  "max_force_ev_per_a": 2.43,
  "smiles": "C=CNC(=O)OP(O)Cl.c1ccncc1",
  "lumo_ha": -0.010,
  "homo_lumo_gap_ev": 7.785
}


Record 4
{
  "formula": "C8H10ClN3O",
  "method": "wB97M-V/def2-TZVPD",
  "species": ["C", "C", "C", "C", "C", "C", "C", "C", "H", "H", "H", "H", "H", "H", "H", "H", "H", "H", "N", "N", "N", "O", "Cl"],
  "xyz": [[-2.017, -0.756, 0.461], [-1.111, -1.188, -0.580], [1.482, -1.830, 0.008], [1.622, 0.550, -0.285], [1.775, 1.562, -1.131], [0.894, 2.737, -0.676], [0.307, 2.678, 0.567], [1.133, 0.678, 1.042], [-2.297, -1.504, 1.156], [-1.615, -0.109, 1.089], [-1.613, -1.769, -1.419], [-1.180, -0.128, -1.292], [-0.073, -2.540, 1.044], [3.147, -0.900, -0.814], [2.300, 1.356, -2.161], [0.708, 3.556, -1.348], [-0.080, 3.762, 0.830], [1.316, -0.195, 1.737], [0.100, -1.746, 0.119], [2.170, -0.744, -0.608], [0.486, 1.696, 1.531], [2.200, -2.813, 0.290], [-3.647, -0.003, -0.286]],
  "max_force_ev_per_a": 5.03,
  "smiles": "O=C(NCCCl)Nc1cccnc1",
  "lumo_ha": 0.017,
  "homo_lumo_gap_ev": 9.675
}


Record 5
{
  "formula": "C8H10ClNO",
  "method": "wB97M-V/def2-TZVPD",
  "species": ["C", "C", "C", "C", "C", "C", "C", "C", "N", "O", "Cl", "H", "H", "H", "H", "H", "H", "H", "H", "H", "H"],
  "xyz": [[2.244, 1.416, -0.115], [-1.211, 0.512, 0.820], [-0.642, 0.767, -0.554], [0.959, 0.238, 1.667], [-0.319, -0.594, 1.335], [1.722, 0.139, 0.348], [0.478, -0.320, -0.641], [0.722, -0.779, -2.043], [2.563, 2.491, -0.313], [-0.067, -1.356, 0.121], [3.029, -1.081, 0.352], [-1.244, 1.247, 1.553], [-2.195, 0.235, 0.522], [-1.199, 0.506, -1.406], [-0.206, 1.767, -0.853], [0.832, 1.204, 2.054], [1.516, -0.211, 2.632], [-0.766, -1.122, 2.202], [1.704, -1.215, -2.255], [0.486, -0.002, -2.792], [-0.007, -1.540, -2.154]],
  "max_force_ev_per_a": 5.04,
  "smiles": "C[C@]12CC[C@H](C[C@]1(Cl)C#N)O2",
  "lumo_ha": 0.029,
  "homo_lumo_gap_ev": 11.137
}


Record 6
{
  "formula": "C8H10F12MgO14S4",
  "method": "wB97M-V/def2-TZVPD",
  "species": ["Mg", "C", "F", "F", "F", "S", "O", "O", "O", "C", "F", "F", "F", "S", "O", "O", "O", "C", "F", "F", "F", "S", "O", "O", "O", "C", "F", "F", "F", "S", "O", "O", "O", "C", "O", "C", "C", "O", "C", "H", "H", "H", "H", "H", "H", "H", "H", "H", "H"],
  "xyz": [[-0.075, -0.447, 0.067], [3.920, -0.550, -1.783], [5.254, -0.739, -1.746], [3.575, 0.644, -2.411], [3.440, -1.556, -2.455], [3.305, -0.456, -0.011], [3.643, -1.727, 0.716], [3.853, 0.700, 0.706], [1.845, -0.302, -0.184], [-0.025, 4.328, 0.366], [-0.848, 4.635, -0.679], [0.828, 5.316, 0.542], [-0.797, 4.021, 1.446], [1.070, 2.730, 0.090], [0.189, 1.586, 0.268], [1.590, 2.810, -1.343], [2.211, 2.827, 1.093], [-2.320, -3.873, -0.727], [-2.520, -4.985, -1.408], [-2.767, -2.888, -1.504], [-2.994, -3.977, 0.487], [-0.364, -3.662, -0.436], [-0.214, -2.306, 0.070], [-0.030, -4.773, 0.469], [0.320, -3.708, -1.695], [-0.106, 1.258, 4.020], [-1.402, 0.791, 4.031], [0.032, 2.356, 3.310], [0.249, 1.545, 5.286], [1.045, -0.052, 3.127], [0.181, -0.382, 1.963], [2.240, 0.730, 2.790], [1.258, -1.170, 4.043], [0.276, -0.544, -2.973], [-0.410, -0.219, -1.799], [-1.379, 0.795, -2.025], [-2.508, 0.373, -1.029], [-1.959, -0.177, 0.160], [-2.792, -0.182, 1.315], [0.687, 0.383, -3.373], [-0.351, -0.935, -3.775], [1.044, -1.297, -2.799], [-1.748, 0.943, -3.039], [-1.093, 1.801, -1.718], [-3.209, -0.355, -1.438], [-3.184, 1.188, -0.769], [-2.353, -0.746, 2.137], [-3.737, -0.605, 0.977], [-2.873, 0.855, 1.642]],
  "max_force_ev_per_a": 5.48,
  "lumo_ha": [0.076, -0.097],
  "multiplicity": 2,
  "total_charge": -1,
  "homo_lumo_gap_ev": [8.971, 4.214]
}


Record 7
{
  "formula": "C8H10F2O",
  "method": "wB97M-V/def2-TZVPD",
  "species": ["O", "C", "C", "H", "H", "H", "H", "H", "H", "F", "F", "C", "C", "C", "C", "C", "C", "H", "H", "H", "H"],
  "xyz": [[1.034, -1.127, 2.654], [2.247, 0.518, 4.010], [1.172, -0.552, 3.955], [0.786, -0.407, 2.037], [3.215, 0.102, 3.683], [2.357, 0.898, 5.039], [1.987, 1.363, 3.349], [1.437, -1.400, 4.615], [0.203, -0.145, 4.302], [0.852, 3.462, -0.626], [-2.085, 2.740, 3.892], [-0.761, 2.214, 0.558], [0.282, 4.173, 1.549], [-1.514, 2.028, 1.717], [-0.472, 3.988, 2.708], [0.122, 3.282, 0.497], [-1.355, 2.919, 2.769], [-0.854, 1.534, -0.299], [0.993, 5.004, 1.456], [-2.225, 1.197, 1.810], [-0.379, 4.667, 3.565]],
  "max_force_ev_per_a": 0.86,
  "smiles": "Fc1ccc(F)cc1.CCO",
  "lumo_ha": 0.029,
  "homo_lumo_gap_ev": 10.295
}


Record 8
{
  "formula": "C8H10F6NO6S2",
  "method": "wB97M-V/def2-TZVPD",
  "species": ["C", "C", "C", "C", "O", "C", "O", "C", "H", "H", "H", "H", "H", "H", "H", "H", "H", "H", "C", "F", "F", "F", "S", "O", "O", "N", "S", "O", "O", "C", "F", "F", "F"],
  "xyz": [[-1.486, 3.314, 3.520], [-0.579, 3.353, 2.297], [-0.890, 2.301, 1.235], [-2.372, 2.189, 0.849], [-2.840, 1.027, 1.513], [-1.809, 0.111, 1.334], [-2.006, -1.014, 0.941], [-0.508, 0.853, 1.604], [-2.504, 3.592, 3.282], [-1.470, 2.346, 4.006], [-1.132, 4.045, 4.242], [-0.689, 4.325, 1.824], [0.454, 3.230, 2.607], [-0.265, 2.576, 0.390], [-2.944, 3.062, 1.125], [-2.412, 2.055, -0.229], [0.234, 0.432, 0.946], [-0.230, 0.826, 2.649], [0.568, -4.535, -3.576], [0.200, -5.034, -4.755], [-0.496, -4.541, -2.776], [1.484, -5.353, -3.054], [1.233, -2.835, -3.811], [0.131, -2.081, -4.335], [2.373, -3.004, -4.666], [1.567, -2.573, -2.283], [2.215, -1.195, -1.861], [1.351, -0.050, -1.951], [3.583, -1.009, -2.251], [2.292, -1.550, -0.059], [3.054, -2.606, 0.217], [1.079, -1.762, 0.452], [2.813, -0.495, 0.574]],
  "max_force_ev_per_a": 1.86,
  "lumo_ha": 0.096,
  "total_charge": -1,
  "homo_lumo_gap_ev": 8.975
}


Record 9
{
  "formula": "C8H10F6O4",
  "method": "wB97M-V/def2-TZVPD",
  "species": ["C", "C", "O", "C", "O", "C", "F", "F", "F", "H", "H", "H", "H", "H", "C", "C", "O", "C", "O", "C", "F", "F", "F", "H", "H", "H", "H", "H"],
  "xyz": [[-3.467, -0.093, 0.893], [-4.587, -0.926, 1.496], [-5.141, -0.168, 2.572], [-5.861, -0.800, 3.500], [-5.985, -2.066, 3.618], [-6.583, 0.218, 4.479], [-7.900, 0.052, 4.588], [-6.096, 0.137, 5.704], [-6.333, 1.480, 4.012], [-2.782, 0.113, 1.715], [-3.726, 0.933, 0.630], [-2.879, -0.532, 0.087], [-4.116, -1.832, 1.878], [-5.320, -1.273, 0.767], [4.460, 0.586, -0.529], [3.777, 0.170, -1.837], [4.725, -0.270, -2.770], [5.567, 0.598, -3.493], [5.396, 1.809, -3.430], [6.504, -0.032, -4.585], [6.811, -1.342, -4.393], [5.892, 0.078, -5.818], [7.591, 0.711, -4.630], [4.946, 1.560, -0.585], [5.107, -0.258, -0.290], [3.784, 0.581, 0.326], [3.281, 1.074, -2.188], [2.934, -0.510, -1.717]],
  "max_force_ev_per_a": 5.62,
  "smiles": "CCOC(=O)C(F)(F)F.CCOC(=O)C(F)(F)F",
  "lumo_ha": 0.017,
  "homo_lumo_gap_ev": 11.801
}


Record 10
{
  "formula": "C8H10FI",
  "method": "wB97M-V/def2-TZVPD",
  "species": ["C", "C", "C", "C", "C", "C", "C", "C", "F", "I", "H", "H", "H", "H", "H", "H", "H", "H", "H", "H"],
  "xyz": [[0.850, 2.366, 0.776], [0.534, 2.187, -0.625], [0.498, 1.411, 1.706], [-0.130, 1.192, -1.227], [0.224, -0.016, 1.260], [-0.510, -0.018, -0.455], [-0.557, -2.447, -0.173], [-0.236, -1.335, -1.147], [1.477, -0.612, 1.158], [-2.669, 0.030, -0.307], [1.493, 3.247, 1.147], [0.973, 2.975, -1.346], [0.722, 1.399, 2.718], [-0.481, 1.193, -2.243], [-0.456, -0.695, 1.874], [0.041, -2.451, 0.719], [-0.328, -3.374, -0.572], [-1.579, -2.360, 0.130], [-0.770, -1.398, -2.089], [0.904, -1.294, -1.304]],
  "max_force_ev_per_a": 3.93,
  "smiles": "CC[C@]1(I)C=CC=C[C@@H]1F",
  "lumo_ha": -0.004,
  "homo_lumo_gap_ev": 8.625
}


Record 11
{
  "formula": "C8H10FNO7S2",
  "method": "wB97M-V/def2-TZVPD",
  "species": ["O", "O", "O", "F", "O", "O", "O", "O", "C", "C", "C", "C", "C", "C", "C", "N", "C", "S", "S", "H", "H", "H", "H", "H", "H", "H", "H", "H", "H"],
  "xyz": [[-0.329, -1.983, -3.170], [0.540, -0.182, 3.830], [-1.260, 1.206, 4.691], [1.381, 2.230, -2.264], [0.414, -3.401, -1.586], [0.422, 4.628, 1.696], [-1.236, 0.640, 2.252], [0.607, 2.354, 3.199], [-0.041, -2.171, -1.964], [1.088, 3.549, -0.376], [1.590, 1.198, 1.313], [1.433, 2.279, -0.849], [0.861, 3.559, 1.025], [1.077, 2.411, 1.831], [1.672, 1.151, -0.068], [-0.255, -1.503, 0.969], [1.820, -0.212, -0.691], [0.119, -0.916, -0.684], [-0.340, 1.000, 3.615], [0.360, -4.065, -2.291], [0.255, 4.313, 2.563], [-1.097, -0.320, 1.976], [0.920, 4.422, -1.008], [1.865, 0.291, 1.944], [-0.977, -2.280, 0.906], [0.587, -1.712, 1.498], [2.158, -0.195, -1.777], [2.473, -0.947, -0.224], [-0.762, 0.003, -1.011]],
  "max_force_ev_per_a": 7.17,
  "lumo_ha": -0.016,
  "homo_lumo_gap_ev": 5.279
}


Record 12
{
  "formula": "C8H10N2",
  "method": "wB97M-V/def2-TZVPD",
  "species": ["C", "C", "C", "C", "C", "C", "C", "C", "N", "N", "H", "H", "H", "H", "H", "H", "H", "H", "H", "H"],
  "xyz": [[0.941, -1.572, -0.447], [0.018, -3.864, -0.674], [-0.287, 0.717, 1.933], [0.554, -2.747, -0.730], [0.377, 1.216, 0.923], [1.631, 0.673, 0.356], [-0.954, 1.600, -1.208], [-0.403, 2.209, 0.049], [1.362, -0.426, -0.472], [-0.830, -4.709, -0.809], [-1.305, 1.089, 2.262], [-0.009, -0.115, 2.620], [2.077, 1.432, -0.258], [2.352, 0.320, 1.215], [-0.931, -5.604, -0.497], [-2.007, 1.693, -1.271], [-0.830, 0.575, -1.153], [-0.428, 1.926, -2.211], [-1.333, 2.354, 0.607], [0.007, 3.232, -0.235]],
  "max_force_ev_per_a": 3.46,
  "smiles": "C=C(CC)CN=C=C=C=N",
  "lumo_ha": 0.017,
  "homo_lumo_gap_ev": 8.810
}